No. 1
{"formula": "C32H48IrP2", "method": "the ωB97M-V functional and the def2-TZVPD basis", "energy_ha": -2034.56884, "orbital_gap_ev": [5.190, 3.621], "homo_energy_ha": [-0.330, -0.356], "charge": 1, "s2": 6.104, "spin_multiplicity": 5, "relative_energy_kj_mol": 293.6, "elements": ["Ir", "P", "P", "C", "C", "C", "C", "C", "C", "C", "C", "C", "C", "C", "C", "C", "C", "C", "C", "C", "C", "C", "C", "C", "C", "C", "C", "C", "C", "C", "C", "C", "C", "C", "C", "H", "H", "H", "H", "H", "H", "H", "H", "H", "H", "H", "H", "H", "H", "H", "H", "H", "H", "H", "H", "H", "H", "H", "H", "H", "H", "H", "H", "H", "H", "H", "H", "H", "H", "H", "H", "H", "H", "H", "H", "H", "H", "H", "H", "H", "H", "H", "H"], "xyz": [[0.25152, -1.05982, -1.82236], [1.08024, 4.06310, -1.21866], [2.69513, 2.22431, -3.25005], [-2.16878, 1.46365, 0.26987], [4.32718, 1.66953, -3.83844], [-1.45679, 1.68032, -1.11373], [-1.47406, -1.16153, 3.60761], [1.85089, 2.55203, -4.83363], [-1.76540, 0.59627, 1.42783], [-2.06631, -3.60524, 7.03061], [3.23223, 3.98679, -2.92453], [-3.15713, -3.17851, 6.24881], [0.98592, 0.69061, -1.08389], [-0.56166, 0.47912, 2.06443], [-2.07497, -2.76930, -1.21757], [-1.73428, -3.03486, 0.11180], [-0.83554, -2.71216, -2.03669], [1.60710, -3.58237, -1.36005], [2.20373, 4.51461, 0.20362], [0.73064, 1.12664, 1.68103], [-2.66605, -3.16080, 1.27300], [-0.54331, -2.44916, 5.52932], [-0.47989, -0.32030, 3.28225], [2.08448, 4.89746, -2.52238], [-3.44506, -2.59568, -1.73951], [0.31752, -2.91848, -1.02496], [-0.74025, -3.31033, -3.39706], [-0.75969, -3.23081, 6.65641], [1.37126, 1.25092, 0.27279], [-0.34230, -3.13914, 0.25573], [-0.28678, 0.91984, -1.72008], [-1.64585, -2.01192, 4.72179], [-0.24315, 5.26358, -0.87086], [0.32824, -3.52654, 1.51482], [-2.95861, -2.42434, 5.10478], [0.09026, -3.55811, 7.26747], [3.70921, 4.34574, -3.84482], [1.46028, -4.64783, -1.58024], [-0.01778, -4.51772, 1.86900], [1.37370, 2.34491, 0.10253], [1.41721, -3.55943, 1.37964], [-2.23403, -4.19424, 7.93368], [-3.94305, -3.53302, -2.03901], [2.46261, 5.83967, -2.10147], [0.83189, 2.90577, -4.65246], [-1.16411, 2.74797, -1.13869], [0.19194, 6.20646, -0.51472], [4.74478, 2.41691, -4.52659], [-2.63378, -4.15520, 1.74504], [2.28854, -3.50417, -0.50498], [-2.37347, -2.43607, 2.05097], [3.21271, 4.09946, 0.07116], [-2.27054, 1.57962, -1.85536], [-3.79008, -2.11540, 4.45795], [-0.20315, 1.17688, -2.78442], [0.11806, -2.86818, -3.91995], [0.72355, 2.15098, 2.09813], [1.81269, 1.62668, -5.41429], [2.05611, -3.07351, -2.21602], [-3.18949, 1.11302, 0.01799], [-0.83074, 5.43228, -1.78236], [-2.31007, 2.49272, 0.66570], [-1.66500, -3.11232, -3.96004], [1.79157, 4.11886, 1.14168], [-3.70563, -2.96920, 0.99009], [4.23229, 0.70702, -4.35201], [-4.08434, -2.13566, -0.97060], [4.99811, 1.56055, -2.97684], [2.40777, 3.30992, -5.39510], [1.42776, 5.12811, -3.36989], [0.47548, -2.18427, 5.21394], [0.43663, -0.19089, 3.85966], [1.50019, 0.62368, 2.27839], [-3.40981, -1.93247, -2.61508], [2.26189, 5.60826, 0.28348], [-2.56732, -0.04704, 1.82800], [2.44085, 0.99983, 0.39314], [-0.59945, -4.39727, -3.27897], [3.98259, 3.94419, -2.12572], [-4.17356, -3.45855, 6.54793], [1.86680, 0.86022, -1.77169], [0.08833, -2.78763, 2.30369], [-0.89865, 4.85096, -0.08999]], "forces_ev_per_a": [[1.1297, 2.5798, -1.3683], [0.6008, 0.5939, -0.0530], [0.7381, 0.9758, -0.3109], [-0.7740, -0.3690, -0.0496], [0.2380, -0.0433, -0.3026], [-0.1691, 0.1361, -0.5904], [0.4148, -0.3851, 1.5072], [-0.0321, -0.0682, -0.2215], [-0.5913, -0.3150, -1.0537], [0.0969, 0.6436, -0.5493], [-0.0591, -0.3579, -0.0110], [-0.0121, -0.3289, 0.3393], [-0.7853, 1.4144, 0.8332], [1.2969, -0.7279, 0.7198], [1.6293, -0.3349, -0.3111], [0.0333, 0.1231, 0.0580], [-0.9246, -2.6000, 2.8802], [0.3840, 0.1389, 0.1183], [-0.2021, -0.0483, 0.0193], [0.7127, -0.0196, 0.3592], [-0.1605, 0.0371, 0.0562], [-0.1957, 0.2120, -0.5425], [-0.3972, 1.3122, -2.2158], [-0.3246, 0.3768, 0.2961], [-0.5194, 0.4518, -0.2299], [-2.8893, -1.9453, 0.6359], [-0.1961, 0.0856, -0.3829], [-0.1861, -0.1278, 0.1211], [0.5399, 0.5970, -0.3127], [0.1033, 0.0580, -1.1700], [0.9113, 0.8009, 1.2842], [-0.6642, -0.9434, 1.1177], [-0.0517, 0.4133, 0.0436], [0.2615, 0.0842, 0.4279], [0.4943, 0.2858, -0.4847], [-0.3713, 0.1604, -0.3439], [0.1006, 0.0239, 0.2226], [0.0657, 0.1572, -0.1476], [0.1486, 0.4335, -0.1140], [0.1262, -0.9657, -0.0610], [-0.2992, -0.0184, 0.2289], [0.0666, 0.1443, -0.3319], [0.3272, 0.1732, 0.0675], [-0.0927, -0.0230, -0.3206], [0.0896, -0.0547, -0.0988], [-0.0671, -0.5835, -0.0904], [-0.3350, -0.0403, -0.1273], [0.0734, -0.2814, 0.0561], [0.0685, 0.2283, -0.1440], [0.0712, -0.0008, -0.3065], [-0.2040, -0.1414, -0.0399], [-0.3077, 0.0680, 0.0270], [0.2197, 0.1436, 0.3979], [0.2746, -0.1841, 0.4539], [-0.0881, -0.1023, -0.0358], [-0.2422, -0.4043, -0.2801], [-0.2003, -0.2182, -0.0703], [-0.1275, 0.1147, -0.0145], [0.3017, -0.3545, -0.0406], [0.4771, 0.2930, 0.2291], [0.0230, 0.0250, 0.2693], [0.0165, -0.4697, 0.1199], [0.3993, -0.1135, -0.0395], [0.1565, 0.1456, -0.1213], [0.1417, 0.0007, 0.0871], [0.1475, 0.1175, 0.1074], [0.0628, -0.0616, -0.3386], [-0.1008, -0.0517, -0.2384], [-0.1410, -0.1031, -0.0876], [0.1577, -0.0303, 0.0523], [-0.4782, -0.1312, 0.2824], [-0.1800, -0.3482, 0.1608], [-0.2320, 0.0597, 0.0479], [-0.2190, -0.1859, 0.1895], [0.1032, -0.2281, 0.0074], [0.3029, 0.4550, -0.1306], [-0.4255, 0.0135, 0.2136], [0.0051, 0.2397, -0.3581], [-0.0093, 0.0883, -0.1749], [0.4495, 0.1155, -0.1766], [-0.9866, -0.6268, 0.6948], [0.1858, -0.3865, -0.1361], [0.0954, 0.2029, -0.2035]]}

=====

No. 2
{"formula": "C2H3N3OS", "method": "the ωB97M-V functional and the def2-TZVPD basis", "energy_ha": -715.65213, "orbital_gap_ev": 8.603, "homo_energy_ha": -0.306, "smiles": "Nc1n[nH]sc1=O", "spin_multiplicity": 1, "relative_energy_kj_mol": 115.8, "elements": ["S", "O", "N", "N", "N", "C", "C", "H", "H", "H"], "xyz": [[-2.03198, -0.71336, -0.47555], [0.13985, -2.25297, -0.65292], [-0.28308, 1.01446, 0.29034], [-1.58143, 0.92039, -0.00865], [1.73688, 0.05109, 0.11130], [-0.36993, -1.15744, -0.53266], [0.37420, -0.02737, 0.03191], [2.03520, 1.04554, 0.38836], [-2.29471, 1.75364, 0.17872], [2.27501, -0.63399, 0.66915]], "forces_ev_per_a": [[-0.9073, 1.5800, -0.0837], [-0.5931, -0.1223, -0.8524], [-1.7038, 2.1585, 0.5387], [-2.4011, 0.9146, -0.0401], [2.5612, 1.3110, 0.9675], [1.7093, -1.0594, 1.7045], [0.5246, -0.0475, -0.4840], [-0.7004, -2.2216, -0.5745], [2.4286, -2.8808, -0.5029], [-0.9179, 0.3676, -0.6731]]}

=====

No. 3
{"formula": "C5H14O", "method": "the ωB97M-V functional and the def2-TZVPD basis", "energy_ha": -274.11859, "orbital_gap_ev": 11.389, "homo_energy_ha": -0.384, "smiles": "CCC.CCO", "spin_multiplicity": 1, "relative_energy_kj_mol": 61.6, "elements": ["O", "C", "C", "C", "C", "C", "H", "H", "H", "H", "H", "H", "H", "H", "H", "H", "H", "H", "H", "H"], "xyz": [[1.95790, 0.65125, -3.07091], [1.28419, 1.22623, -1.95769], [-0.82534, -2.13053, 1.47636], [-2.49300, -0.24837, 1.11523], [-1.03577, -0.61089, 1.33725], [2.13565, 1.30463, -0.71680], [1.56250, 1.76037, 0.09317], [-0.37666, -0.31547, 0.53755], [0.24293, -2.35702, 1.40619], [2.53755, 1.33298, -3.43200], [3.01197, 1.94506, -0.83591], [-2.66238, 0.81280, 0.89800], [-1.30445, -2.67710, 0.66056], [-1.14528, -2.45869, 2.46476], [-3.08659, -0.53184, 1.98767], [0.85190, 2.21226, -2.18790], [2.49641, 0.32323, -0.43113], [-2.87613, -0.74326, 0.22414], [-0.68167, -0.08944, 2.23217], [0.40628, 0.59379, -1.80070]], "forces_ev_per_a": [[0.1053, 0.4621, -0.0383], [-0.6110, 0.0172, -0.1424], [0.4907, 0.5391, 0.2391], [-0.0398, 0.3100, -0.4772], [0.0566, -0.5353, 0.3528], [0.1250, 0.3209, 0.2107], [-0.0681, -0.2330, 0.1096], [-0.0318, 0.5530, -0.5369], [-0.0529, -0.0018, 0.0643], [0.0035, -0.2285, -0.0127], [0.0104, 0.0142, -0.2791], [0.2136, -0.0262, 0.3627], [-0.2103, 0.0020, 0.2602], [-0.3011, -0.3274, -0.1730], [-0.0789, 0.0024, -0.1624], [0.3067, -0.0529, -0.1714], [-0.0515, -0.1887, 0.1605], [-0.1438, -0.3518, 0.0725], [0.1148, -0.1545, -0.0153], [0.1624, -0.1208, 0.1763]]}

=====

No. 4
{"formula": "C2H2Br3P", "method": "the ωB97M-V functional and the def2-TZVPD basis", "energy_ha": -8140.73031, "orbital_gap_ev": [7.150, 7.140], "homo_energy_ha": [-0.346, -0.346], "spin_multiplicity": 1, "relative_energy_kj_mol": 216.4, "elements": ["Br", "Br", "Br", "P", "C", "C", "H", "H"], "xyz": [[1.01229, 2.28880, -0.81420], [-0.92135, 1.97608, 2.10384], [-2.47016, 0.29195, -0.65219], [0.82718, 1.05440, 1.03744], [0.40446, -1.45863, -0.41437], [0.14063, -0.31545, 0.02186], [-0.32123, -1.84722, -1.22965], [1.32819, -1.98993, -0.05273]], "forces_ev_per_a": [[0.1379, 0.2833, 0.3955], [0.7577, -0.5173, -0.4380], [2.1533, -0.4775, 0.3280], [-0.8692, -0.0237, -0.8420], [0.1053, -3.6817, -2.3107], [-2.7959, 3.8880, 1.9400], [1.5144, 0.1386, 1.5796], [-1.0036, 0.3902, -0.6524]]}

=====

No. 5
{"formula": "C4H8N5O2", "method": "the ωB97M-V functional and the def2-TZVPD basis", "energy_ha": -581.26184, "orbital_gap_ev": 10.785, "homo_energy_ha": -0.535, "smiles": "[NH3+][C@]12NC(=O)N[C@H]1NC(=O)N2", "charge": 1, "spin_multiplicity": 1, "relative_energy_kj_mol": 29.0, "elements": ["O", "O", "N", "N", "N", "N", "N", "C", "C", "C", "C", "H", "H", "H", "H", "H", "H", "H", "H"], "xyz": [[-2.41594, -1.77229, 1.36104], [1.47697, -0.41641, -3.01555], [-0.24025, 0.65027, -1.79683], [1.41574, -0.52093, -0.68389], [1.19784, 1.06151, 1.39088], [-0.23511, -1.12787, 1.08100], [-1.87213, 0.01775, 0.02559], [-1.61395, -1.02168, 0.92945], [-0.62033, 0.70455, -0.38962], [0.50147, -0.17230, 0.29140], [0.90524, -0.09925, -2.00763], [-0.73274, 1.70431, -0.05484], [-0.97110, 0.47125, -2.49155], [1.84814, 0.50649, 2.04446], [1.69559, -1.54451, -0.76706], [0.19732, -2.04474, 1.21606], [1.77067, 1.67174, 0.74937], [-2.74793, 0.58296, 0.03874], [0.44050, 1.34916, 2.07899]], "forces_ev_per_a": [[-0.4581, -0.5013, 0.9040], [-1.1216, 0.4695, 1.1687], [-0.3881, -0.5845, -0.0582], [0.0060, -1.4849, -0.2764], [0.8067, -3.2443, 0.9334], [2.9515, 0.8079, -0.6269], [0.8813, 1.1789, -0.4203], [-1.0378, 0.3567, -1.6548], [-1.0367, -1.8324, -0.2590], [-2.1739, 0.9122, 0.9996], [1.0346, -0.5577, -0.3769], [0.5391, 1.1006, 0.2117], [0.3443, 0.4919, 0.2450], [-0.7184, 1.1280, -1.4308], [-0.1136, 1.9020, 0.4421], [-0.5545, 0.3714, 0.2015], [-1.1094, -0.0472, 1.4237], [1.0167, -1.0907, 0.2257], [1.1317, 0.6240, -1.6522]]}